Entry 1:
Here is C35H38Br4F10N3O5SSiW as an isolated structure at a distorted geometry from the Open Molecules 2025 dataset. Energies are from ωB97M-V/def2-TZVPD.

```
98
Properties=species:S:1:pos:R:3:mulliken_charge:R:1
W 0.8641 0.5375 -1.1058 2.241
C -1.6200 -0.7820 -5.2473 -1.256
N -0.3787 -0.6812 -4.4968 0.731
C 0.7632 -0.2188 -5.2454 -1.186
C 0.7984 1.3290 -5.2802 -0.610
N 1.2046 1.8407 -3.9611 -0.136
C 2.1973 2.6733 -3.6957 0.491
C 2.7326 3.6301 -4.6132 -0.225
F 2.4844 3.5058 -5.9177 -0.315
C 3.2936 4.8260 -4.2503 0.034
F 3.4275 5.6980 -5.2293 -0.266
C 3.6127 5.3447 -2.9508 0.679
F 3.4371 6.6602 -2.8839 -0.287
C 3.9495 4.6180 -1.8486 0.442
F 4.6376 2.5202 -0.9981 -0.289
C 2.6956 2.7342 -2.3362 0.579
F 2.4077 0.0551 -2.0710 -0.698
C -0.1651 -1.7284 -3.5310 -1.686
C -1.1907 -1.6300 -2.4033 -0.215
N -1.0945 -0.3432 -1.6767 0.602
C -2.0657 0.0785 -0.8957 1.102
C -3.2180 -0.7103 -0.4511 -0.252
F -3.7869 -1.4887 -1.3854 -0.432
C -3.7340 -0.7722 0.7791 0.131
F -4.7457 -1.6458 0.9008 -0.437
C -3.3488 -0.2118 2.1436 1.677
F -2.6526 -1.2609 2.7746 -0.261
C -1.3674 1.1134 1.1213 0.845
F -0.5828 2.2106 1.4309 -0.381
C -1.9381 1.3542 -0.2757 -1.428
F -0.7656 1.9837 -0.9698 -0.227
H -1.8024 -1.8044 -5.6087 0.332
H -1.5846 -0.1215 -6.1124 0.472
H -2.4687 -0.4671 -4.6367 0.249
H 0.7699 -0.5923 -6.2777 0.452
H 1.6849 -0.5548 -4.7660 0.483
H -0.1947 1.7123 -5.5173 0.382
H 1.5068 1.6643 -6.0246 0.421
H 0.8351 -1.6279 -3.1055 0.367
H -0.2385 -2.7333 -3.9776 0.550
H -1.0329 -2.4433 -1.6919 -0.749
H -2.1856 -1.7357 -2.8252 0.867
Br 3.8470 5.5698 2.2538 -0.191
C 3.5660 4.5381 0.6882 0.662
C 4.0160 5.1210 -0.4843 -0.439
Br 4.9486 6.7724 -0.3977 -0.090
C 4.1251 3.1400 -2.0834 0.390
Br 5.4076 2.5963 -3.4694 -0.025
C 1.8961 2.4852 -1.2907 -0.381
O 0.4805 1.3013 -2.9838 -0.368
C 2.3002 2.3848 0.0650 -0.651
O 1.8044 1.1923 0.4625 -0.998
C 2.8804 3.2731 0.9366 0.571
Br 2.7707 2.6195 2.7067 -0.008
C -2.2586 -4.3807 0.0949 -1.694
C -1.3519 -3.9221 1.2269 1.752
C -0.0207 -4.6621 1.1772 -1.754
C -2.0375 -4.1232 2.5719 -1.397
O -1.1219 -2.5006 1.0331 -0.145
Si 0.0837 -1.5074 1.4139 -0.431
S 1.4915 -1.6870 -0.1865 -0.904
O 0.5512 -1.3640 2.9139 1.205
C 1.3587 -1.7644 4.0474 1.623
C 1.8790 -0.4861 4.6843 -1.462
C 2.5119 -2.6228 3.5558 -1.491
C 0.4534 -2.5278 5.0060 -1.626
O -0.4059 0.0586 0.9291 0.913
C -2.4500 1.0441 2.2202 0.901
C -4.6337 -0.0204 2.9504 -1.959
C -3.3134 2.3045 2.0328 -2.114
C -1.7572 1.0965 3.5895 -1.755
H -2.5307 -5.4244 0.2557 0.519
H -1.7506 -4.3094 -0.8673 0.364
H -3.1723 -3.7873 0.0656 0.272
H -0.1846 -5.7370 1.2365 0.558
H 0.6099 -4.3565 2.0172 0.266
H 0.5076 -4.4403 0.2485 0.323
H -2.0607 -5.1846 2.8207 0.498
H -3.0594 -3.7466 2.5467 0.306
H -1.4987 -3.5851 3.3505 -0.002
H 2.5436 0.0321 3.9942 0.185
H 2.4358 -0.7240 5.5906 0.549
H 1.0574 0.1827 4.9422 0.271
H 3.0968 -2.0817 2.8101 0.319
H 2.1473 -3.5471 3.1053 0.290
H 3.1592 -2.8749 4.3953 0.484
H -0.4995 -2.0092 5.1177 0.258
H 0.9275 -2.6001 5.9846 0.518
H 0.2612 -3.5370 4.6403 0.369
H -5.0157 -1.0008 3.2216 0.525
H -5.3909 0.5021 2.3688 0.349
H -4.4334 0.5328 3.8640 0.467
H -3.9673 2.2095 1.1673 0.439
H -2.6695 3.1659 1.8726 0.391
H -3.9123 2.4898 2.9227 0.512
H -1.1392 0.2194 3.7542 0.097
H -2.4953 1.1638 4.3871 0.451
H -1.1281 1.9830 3.6360 0.497
```

Calculated values
**ΔE to the lowest compared entry with this formula, charge and spin**: 669.6 kJ/mol
**Spin multiplicity**: 1
**Orbital gap**: 5.62 eV
**Net charge**: +1

***

Entry 2:
Here is C35H38ClNPV as an isolated structure at a distorted geometry from the Open Molecules 2025 dataset. Energies are from ωB97M-V/def2-TZVPD.

```
77
Properties=species:S:1:pos:R:3:mulliken_spin:R:1
C -1.0767 -2.4877 2.3733 -0.027
C -0.9765 -3.0320 1.0631 0.096
C 0.4189 -3.2276 0.7750 -0.069
H -1.7900 -3.2237 0.3858 0.015
C 1.1580 -2.8586 1.9275 -0.009
C 0.2549 -2.3445 2.8922 -0.043
H 0.5188 -1.9266 3.8482 -0.003
H -1.9802 -2.1843 2.8720 0.017
H 0.8274 -3.5981 -0.1492 -0.003
H 2.2311 -2.8147 1.9927 0.003
V 0.0160 -1.1425 1.1178 2.045
Cl 1.8647 0.1189 0.6853 0.030
P 0.1323 -0.7945 -2.6945 0.029
C 1.2367 -1.8574 -3.7118 -0.002
C 0.8176 -2.5709 -4.8325 0.001
H -0.2151 -2.5190 -5.1471 0.000
C 1.7180 -3.3469 -5.5492 0.000
H 1.3780 -3.8978 -6.4164 0.000
C 3.0486 -3.4133 -5.1619 0.000
H 3.7492 -4.0175 -5.7232 0.000
C 3.4758 -2.7049 -4.0464 -0.001
H 4.5104 -2.7563 -3.7338 0.000
C 2.5744 -1.9419 -3.3212 0.001
H 2.9090 -1.4030 -2.4430 0.002
C -1.5224 -1.2262 -3.3733 -0.016
C -2.1558 -2.3496 -2.8389 0.002
H -1.6707 -2.9109 -2.0495 -0.006
C -3.3951 -2.7532 -3.3098 0.004
H -3.8714 -3.6290 -2.8891 0.000
C -4.0307 -2.0265 -4.3081 0.000
H -5.0031 -2.3345 -4.6695 0.000
C -3.4152 -0.9004 -4.8353 0.000
H -3.9055 -0.3286 -5.6124 0.000
C -2.1670 -0.5042 -4.3752 -0.001
H -1.6914 0.3695 -4.7978 0.000
C 0.4184 0.8599 -3.4468 0.002
C 1.1189 1.0662 -4.6332 -0.001
H 1.5329 0.2217 -5.1655 0.000
C 1.2869 2.3490 -5.1363 0.000
H 1.8352 2.4950 -6.0578 0.000
C 0.7505 3.4394 -4.4669 0.000
H 0.8814 4.4383 -4.8618 0.000
C 0.0499 3.2432 -3.2838 0.000
H -0.3659 4.0892 -2.7525 0.000
C -0.1054 1.9644 -2.7727 0.006
H -0.6397 1.8175 -1.8418 0.001
C 2.8848 1.5134 6.2997 0.000
C 2.1295 1.7801 5.0295 0.004
C 2.2020 3.0468 4.4344 -0.005
C 1.4755 3.3253 3.2696 0.004
C 1.4958 4.7128 2.6972 -0.001
C 0.6871 2.3225 2.6874 -0.014
C 0.5849 1.0530 3.2877 -0.001
C 1.3102 0.7930 4.4619 -0.010
N -0.4060 0.1201 2.8398 -0.055
C -1.8025 0.4295 3.3152 -0.049
C -2.0673 -0.3267 4.6619 0.001
C -2.0335 1.9270 3.7181 -0.005
C -2.8531 0.1845 2.1991 0.061
H 3.9707 1.6642 6.1291 0.000
H 2.5409 2.2144 7.0905 0.000
H 2.7247 0.4754 6.6622 0.000
H 2.8028 3.8224 4.8948 0.000
H 1.1081 5.4233 3.4599 0.000
H 2.5304 5.0016 2.4249 0.000
H 0.8468 4.7929 1.7996 0.000
H 0.0960 2.5435 1.8066 0.005
H 1.2111 -0.1582 4.9607 -0.002
H -1.3585 0.0357 5.4382 0.001
H -3.0971 -0.1305 5.0303 -0.001
H -1.9325 -1.4153 4.6973 0.000
H -1.9227 2.6163 2.8588 0.001
H -3.0683 2.0714 4.1035 -0.001
H -1.3573 2.2508 4.5402 0.000
H -2.6623 0.8845 1.3584 -0.002
H -2.9007 -0.8043 1.7293 -0.008
H -3.8742 0.3878 2.5910 0.003
```

Calculated values
**Spin multiplicity**: 3
**Expectation value of S²**: 2.034
**Orbital gap (spin up / spin down)**: 7.05 / 7.43 eV
**Net charge**: 0

***

Q: What is the formula in the first record?
A: C35H38Br4F10N3O5SSiW

***

Q: Among the records above, which one has the highest net charge?
A: C35H38Br4F10N3O5SSiW

***

Q: Number 1 is which compound?
A: C35H38Br4F10N3O5SSiW